Molecular formula: C4H8NS
Method: DFT, ωB97M-V with the def2-TZVPD basis set

The geometry in ORCA input format:
```
! RIJCOSX wB97M-V def2-TZVPD def2/J DEFGRID3
* xyz 1 1
S -2.766 -0.014 -0.235
N 0.303 -0.978 0.295
C 0.181 1.359 0.240
C 1.104 -0.420 -0.909
C 1.141 0.973 -0.699
C -0.505 0.138 0.733
H 2.062 -0.889 -1.066
H -0.440 -1.797 0.054
H 0.491 -0.541 -1.757
H -3.547 0.841 0.634
H -0.210 2.418 0.489
H 1.052 -1.250 0.998
H -0.963 0.177 1.777
H 1.791 1.662 -1.321
*
```

## Properties
HOMO-LUMO gap (alpha / beta) = 7.86 / 7.86 eV
relative energy (zero: lowest compared OMol25 entry of this formula, charge and spin) = 2.607 eV
E = -16592.7997 eV


Molecular formula: C3H9NS2
Method: DFT, ωB97M-V with the def2-TZVPD basis set

The geometry in ORCA input format:
```
! RIJCOSX wB97M-V def2-TZVPD def2/J DEFGRID3
* xyz 0 1
S -0.940 -0.433 -2.315
S -2.684 -0.872 -1.333
N 1.617 -1.580 2.077
C -0.039 0.056 1.300
C -0.467 1.284 -1.867
C 1.225 -0.447 1.224
H 2.032 -0.261 0.450
H 2.071 -1.299 2.908
H -0.315 1.664 -2.881
H -1.010 1.846 -1.202
H -0.538 0.875 0.652
H -0.662 -0.364 1.950
H 0.581 1.207 -1.487
H 2.377 -2.036 1.560
H -3.250 0.358 -1.034
*
```

## Properties
HOMO-LUMO gap = 8.56 eV
relative energy (zero: lowest compared OMol25 entry of this formula, charge and spin) = 2.439 eV
SMILES = C=CN.CSS
E = -26415.2377 eV


Molecular formula: C26H17F12N6O2Re
Method: DFT, ωB97M-V with the def2-TZVPD basis set

The geometry in ORCA input format:
```
! RIJCOSX wB97M-V def2-TZVPD def2/J DEFGRID3
* xyz 4 1
Re 0.899 0.413 -1.045
F -0.728 2.439 1.041
F -2.053 -3.194 -3.489
F 0.123 3.345 2.816
F 0.666 -2.889 -0.284
F 2.793 3.230 2.999
F 0.768 3.977 0.842
F 3.717 1.419 2.244
F -2.115 -1.021 -3.550
F -0.856 -4.220 -1.082
F 0.827 -3.622 -2.309
F -0.321 -2.063 -4.124
F 3.356 3.076 0.914
O 1.579 1.394 0.233
O 0.104 -0.901 -1.864
N 0.237 2.015 -2.150
N 2.421 0.664 -2.579
N 4.289 1.187 -4.497
N -0.336 -0.384 0.642
N -0.613 3.700 -3.134
N 0.537 3.449 -3.812
C 4.453 0.168 -3.665
C -3.841 -1.292 1.220
C 1.025 0.676 2.444
C 3.505 -0.111 -2.675
C 0.155 -1.444 4.110
C 3.203 1.952 -4.410
C -0.033 -3.251 -1.389
C -5.561 -2.414 -0.225
C 0.938 -0.407 4.645
C -1.360 -2.096 -3.308
C 0.393 2.964 1.598
C -1.905 -1.653 -0.804
C -4.187 -1.954 0.033
C 1.481 1.833 1.592
C -3.169 -2.131 -0.959
C 2.894 2.421 1.968
C -0.811 2.861 -2.144
C -1.549 -0.966 0.414
C -0.841 -1.981 -1.833
C 1.364 0.643 3.758
C 2.252 1.689 -3.440
C 1.035 2.427 -3.202
C -2.574 -0.818 1.407
C 1.352 -0.388 6.051
C 0.128 -0.334 1.916
C -0.244 -1.406 2.809
H 1.959 1.435 4.194
H -5.587 -3.333 -0.814
H 1.259 0.617 6.478
H -3.440 -2.697 -1.839
H 3.636 -0.937 -1.987
H -6.074 -1.678 -0.864
H -6.155 -2.512 0.680
H -4.600 -1.115 1.973
H 5.344 -0.440 -3.765
H -1.643 2.869 -1.455
H -0.112 -2.289 4.733
H 0.838 -1.125 6.662
H -1.197 4.480 -3.427
H -0.790 -2.245 2.394
H -2.358 -0.222 2.287
H 2.434 -0.586 6.133
H 3.088 2.778 -5.103
*
```

## Properties
HOMO-LUMO gap (alpha / beta) = 5.27 / 5.27 eV
relative energy (zero: lowest compared OMol25 entry of this formula, charge and spin) = 0.000 eV
E = -74970.4953 eV


Molecular formula: C3H6O
Method: DFT, ωB97M-V with the def2-TZVPD basis set

The geometry in ORCA input format:
```
! RIJCOSX wB97M-V def2-TZVPD def2/J DEFGRID3
* xyz 0 3
O 0.172 1.257 -0.543
C -0.513 1.160 0.722
C -0.356 -0.028 -0.421
C 0.574 -1.126 -0.343
H -1.389 -0.281 -0.685
H -1.423 1.786 0.791
H 1.640 -0.753 -0.199
H 0.223 1.505 1.541
H 0.324 -1.831 0.461
H 0.749 -1.688 -1.324
*
```

## Properties
⟨S²⟩ = 2.01
HOMO-LUMO gap (alpha / beta) = 5.33 / 8.67 eV
relative energy (zero: lowest compared OMol25 entry of this formula, charge and spin) = 3.394 eV
E = -5247.8358 eV


Molecular formula: C28H74ClN6O7PS
Method: DFT, ωB97M-V with the def2-TZVPD basis set

The geometry in ORCA input format:
```
! RIJCOSX wB97M-V def2-TZVPD def2/J DEFGRID3
* xyz 0 1
Cl 1.493 3.683 -3.877
S 1.943 1.761 -4.373
P 3.381 -1.846 -1.256
O 0.709 -5.676 3.081
O 1.265 4.575 5.208
O 6.272 3.694 3.642
O 3.357 1.698 -4.623
O 1.010 1.358 -5.391
O -6.885 -3.679 0.685
O -4.257 -0.242 -4.724
N 2.785 -3.127 -2.246
N -2.109 0.341 -2.925
N 4.338 1.909 2.430
N -5.687 -2.323 -1.577
N 2.197 -3.945 1.300
N 3.104 5.685 7.157
C 1.057 6.994 7.306
C -0.576 -6.093 2.664
C -7.135 -2.534 -1.503
C 1.846 -1.005 -0.698
C 1.729 5.904 5.085
C -7.810 -1.215 -1.138
C 5.235 3.285 0.634
C -5.563 -0.048 -4.218
C 5.109 4.206 3.024
C 2.576 -2.918 -3.698
C 1.227 -3.497 -4.183
C 4.487 3.289 1.963
C 2.324 1.381 -1.653
C -1.176 -2.874 -4.682
C 7.482 3.907 2.940
C -7.511 -2.877 1.667
C 2.112 -5.388 1.053
C -7.514 -3.700 -0.580
C 2.125 0.476 -0.414
C 2.198 6.548 6.396
C 1.793 -6.181 2.327
C -3.489 0.929 -4.906
C -3.721 2.144 -2.654
C -0.085 4.430 5.604
C 0.301 -2.503 -4.907
C -2.795 1.427 -3.633
C 1.572 0.894 -2.881
C 1.131 -5.649 -0.085
H -0.558 -7.122 2.291
H 3.400 -3.367 -4.253
H 5.306 5.205 2.613
H 3.385 1.510 -1.869
H -5.337 -2.227 -0.627
H 0.971 6.527 4.591
H -7.183 -4.629 -1.052
H 8.287 3.910 3.675
H -5.567 -0.027 -3.128
H 5.243 1.589 2.764
H -5.240 -3.165 -1.929
H -7.711 -0.505 -1.959
H 3.928 5.477 6.601
H -6.017 0.867 -4.616
H -1.231 -6.048 3.534
H -6.163 -0.901 -4.536
H 2.915 -3.765 1.997
H 0.590 6.147 7.808
H 1.044 -1.136 -1.429
H 1.952 2.378 -1.409
H -2.715 0.661 -5.630
H 3.481 3.679 1.774
H -0.708 5.226 5.185
H -1.820 -2.338 -5.376
H 2.647 4.787 7.289
H -8.604 -3.764 -0.460
H 1.360 0.892 0.241
H 7.475 4.870 2.421
H -7.476 -2.812 -2.505
H -7.353 -0.760 -0.259
H 0.180 -5.143 0.085
H -7.165 -1.840 1.631
H 3.053 0.530 0.165
H 1.629 -7.242 2.096
H 0.498 -2.541 -5.979
H 4.380 4.322 3.831
H 3.742 1.893 3.253
H -0.989 -5.440 1.891
H -0.435 3.472 5.221
H -1.446 -2.637 -3.653
H -4.358 2.866 -3.169
H 0.287 7.527 6.745
H -3.133 2.681 -1.910
H -8.600 -2.895 1.560
H -7.248 -3.290 2.640
H 2.658 -6.122 2.993
H 1.437 7.659 8.080
H -1.425 -0.077 -3.551
H 3.103 -5.721 0.727
H 1.529 -5.267 -1.023
H 3.728 -0.897 -2.250
H 1.526 -1.502 0.214
H 0.486 -1.492 -4.539
H -0.194 4.425 6.692
H 3.463 -3.866 -2.113
H -4.099 1.724 -5.356
H 6.156 2.705 0.694
H 5.488 4.298 0.316
H 0.935 -6.717 -0.197
H 7.681 3.112 2.217
H -2.792 -0.397 -2.768
H 4.618 2.830 -0.141
H 0.706 -3.840 -3.287
H -1.293 -3.949 -4.819
H 1.414 -4.349 -4.835
H 2.761 7.443 6.113
H -4.361 1.443 -2.119
H 2.601 -1.850 -3.912
H -2.038 2.144 -3.959
H 1.327 -3.676 1.756
H -8.874 -1.356 -0.938
H 1.836 -0.126 -3.162
H 0.491 0.950 -2.743
H 2.588 5.847 4.412
*
```

## Properties
HOMO-LUMO gap = 8.81 eV
SMILES = CCCCNPCCCCS(=O)(=O)Cl.COC[C@@H](C)N.COC[C@@H](C)N.COC[C@@H](C)N.COC[C@@H](C)N.COC[C@@H](C)N
E = -86152.7569 eV


Question: The highest E belongs to which entry?
Answer: C3H6O


Question: Which value of E does entry 1 give?
Answer: -16592.7997 eV


What did the second record say?
Molecular formula: C3H9NS2
Method: DFT, ωB97M-V with the def2-TZVPD basis set

The geometry in ORCA input format:
```
! RIJCOSX wB97M-V def2-TZVPD def2/J DEFGRID3
* xyz 0 1
S -0.940 -0.433 -2.315
S -2.684 -0.872 -1.333
N 1.617 -1.580 2.077
C -0.039 0.056 1.300
C -0.467 1.284 -1.867
C 1.225 -0.447 1.224
H 2.032 -0.261 0.450
H 2.071 -1.299 2.908
H -0.315 1.664 -2.881
H -1.010 1.846 -1.202
H -0.538 0.875 0.652
H -0.662 -0.364 1.950
H 0.581 1.207 -1.487
H 2.377 -2.036 1.560
H -3.250 0.358 -1.034
*
```

## Properties
HOMO-LUMO gap = 8.56 eV
relative energy (zero: lowest compared OMol25 entry of this formula, charge and spin) = 2.439 eV
SMILES = C=CN.CSS
E = -26415.2377 eV


Question: Which of these has the lowest E?
Answer: C28H74ClN6O7PS